A cluster of 15 separate species, C44H112F6NO46S16 in total at a distorted geometry, computed with wB97M-V/def2-TZVPD.

Each line ends with the Löwdin charge.
Atoms and positions in Å:
C: 0.08431 -3.05007 -2.39911  -0.581
F: -1.23781 -3.16971 -2.71236  0.090
F: 0.35363 -3.80333 -1.27595  0.088
F: 0.86931 -3.47540 -3.33280  0.180
S: 0.42342 -1.13300 -2.11040  0.676
O: 1.85922 -1.03252 -2.08458  -0.305
O: -0.25102 -0.55344 -3.24809  -0.287
N: -0.33558 -0.86707 -0.60515  -0.264
S: -0.43890 0.62955 -0.63578  0.507
O: 0.80654 1.34499 -0.96846  -0.310
O: -1.61837 1.11078 -1.28901  -0.278
C: -0.68566 0.83773 1.26085  -0.684
F: -1.69378 0.14147 1.69643  0.161
F: 0.39393 0.48346 1.93134  0.127
F: -0.95146 2.11049 1.54421  0.124
O: -5.20670 5.02046 6.30057  -0.288
S: -4.41407 3.93044 6.79921  0.678
O: -4.96640 3.10756 7.86073  -0.303
O: -3.89779 2.92762 5.50361  -0.306
C: -3.65158 1.54140 5.82215  -0.225
C: -3.89555 0.79814 4.44774  -0.047
C: -2.72520 4.50691 7.31796  -0.086
H: -4.37202 1.16108 6.54632  0.107
H: -2.64067 1.36050 6.18742  0.103
H: -4.90542 0.70271 4.04880  0.070
H: -3.47530 -0.20746 4.46467  0.053
H: -3.44432 1.36875 3.63602  0.052
H: -2.22179 5.03722 6.50960  0.058
H: -2.29466 3.56321 7.65288  0.053
H: -2.78266 5.25440 8.10919  0.071
O: 5.07414 -6.69782 -1.48985  -0.296
S: 5.27130 -5.25768 -1.59038  0.713
O: 5.80052 -4.46936 -0.46683  -0.320
O: 6.11534 -4.94498 -3.00603  -0.245
C: 6.39096 -3.55046 -3.17238  -0.266
C: 5.29172 -2.79015 -3.97720  -0.061
C: 3.56699 -4.63238 -2.00095  -0.100
H: 7.23228 -3.50195 -3.86371  0.116
H: 6.71873 -3.03926 -2.26721  0.098
H: 5.56408 -1.82761 -4.41014  0.056
H: 4.49139 -2.50032 -3.29636  0.053
H: 4.93032 -3.38432 -4.81651  0.085
H: 3.38105 -3.67205 -1.52004  0.044
H: 2.79834 -5.34685 -1.70628  0.054
H: 3.43552 -4.54770 -3.07967  0.056
O: -1.37227 -4.78446 3.74912  -0.282
S: -1.28406 -3.34370 3.67650  0.688
O: -2.55030 -2.59379 3.65817  -0.319
O: -0.33584 -2.68857 4.84544  -0.239
C: -0.19490 -1.26571 4.87485  -0.293
C: 0.14798 -0.93975 6.28230  -0.060
C: -0.27697 -2.98986 2.08518  -0.075
H: -1.13569 -0.72871 4.75385  0.105
H: 0.47036 -0.81483 4.13847  0.089
H: -0.60882 -1.17580 7.03039  0.097
H: 0.45006 0.10572 6.34411  0.050
H: 1.04700 -1.48423 6.57108  0.088
H: -0.87948 -3.42900 1.29005  0.036
H: 0.75206 -3.34731 2.04747  0.069
H: -0.16541 -1.94209 1.80619  0.013
O: -5.55422 -3.57864 -1.42503  -0.295
S: -4.95348 -2.65939 -0.43929  0.691
O: -4.80818 -1.20872 -0.71493  -0.306
O: -5.83111 -2.80835 0.91818  -0.260
C: -6.25146 -1.62536 1.55655  -0.268
C: -7.38276 -2.09637 2.49464  -0.050
C: -3.42850 -3.32889 0.25250  -0.099
H: -6.69740 -0.89130 0.88544  0.105
H: -5.44586 -1.14947 2.11569  0.114
H: -8.03563 -1.24692 2.69534  0.072
H: -7.05743 -2.48214 3.46079  0.074
H: -8.00848 -2.87230 2.05361  0.079
H: -3.69074 -4.33475 0.58047  0.087
H: -3.04554 -2.66675 1.02904  0.054
H: -2.68925 -3.33773 -0.54847  0.042
O: 1.04274 -6.57778 -3.73040  -0.301
S: 0.51835 -7.68987 -2.96012  0.636
O: 1.35205 -8.35707 -1.93663  -0.294
O: -0.91120 -7.36174 -2.33285  -0.261
C: -1.83721 -6.62976 -3.15956  -0.253
C: -2.77022 -5.92295 -2.19615  -0.054
C: -0.00713 -9.02219 -4.09652  -0.101
H: -2.35546 -7.28443 -3.86022  0.119
H: -1.28524 -5.90189 -3.75425  0.109
H: -3.36308 -6.66651 -1.66349  0.089
H: -3.45083 -5.28499 -2.75996  0.070
H: -2.22356 -5.40926 -1.40534  0.063
H: -0.41246 -9.87488 -3.55178  0.076
H: 0.94454 -9.19843 -4.59788  0.068
H: -0.72550 -8.56558 -4.77735  0.055
O: -1.81946 -2.22756 -5.26449  -0.304
S: -3.23133 -1.92468 -5.09338  0.671
O: -3.94616 -1.23589 -6.14283  -0.304
O: -4.11935 -3.31772 -4.77097  -0.283
C: -5.53770 -3.30424 -4.97213  -0.275
C: -6.06453 -4.70844 -4.64749  -0.060
C: -3.40785 -1.02912 -3.47848  -0.074
H: -5.69600 -3.00013 -6.00681  0.109
H: -6.02970 -2.57273 -4.33109  0.115
H: -5.78341 -4.99389 -3.63378  0.056
H: -5.76281 -5.38865 -5.44396  0.076
H: -7.15386 -4.74190 -4.66531  0.078
H: -3.28859 -1.85525 -2.77748  0.032
H: -4.44927 -0.70839 -3.45252  0.072
H: -2.65557 -0.24801 -3.36873  0.042
O: 4.99821 2.92909 -4.68204  -0.274
S: 4.51675 1.73965 -4.01798  0.660
O: 4.89503 0.42450 -4.48816  -0.290
O: 5.03198 1.83290 -2.44338  -0.265
C: 4.96239 0.69829 -1.58378  -0.284
C: 6.34787 0.19102 -1.56074  -0.070
C: 2.74066 1.86556 -3.75054  -0.094
H: 4.29470 -0.10046 -1.90670  0.094
H: 4.61689 0.96057 -0.58381  0.105
H: 7.04690 0.87834 -1.08424  0.092
H: 6.72340 -0.16426 -2.52035  0.081
H: 6.51919 -0.70008 -0.95684  0.057
H: 2.29536 1.84046 -4.74512  0.072
H: 2.55046 2.84562 -3.31303  0.066
H: 2.33607 1.00537 -3.21718  0.039
O: 3.16191 -1.24160 3.37391  -0.307
S: 3.67841 -0.59581 2.15684  0.677
O: 3.54555 0.82385 1.85822  -0.301
O: 5.26296 -1.03418 1.87569  -0.257
C: 5.71284 -2.26412 2.41173  -0.270
C: 7.08491 -2.57475 1.74562  -0.056
C: 2.87160 -1.39214 0.73176  -0.094
H: 4.95555 -3.03306 2.56454  0.119
H: 6.01952 -2.08105 3.44155  0.107
H: 7.96514 -2.07947 2.15548  0.078
H: 7.04832 -2.32768 0.68462  0.048
H: 7.27425 -3.64816 1.75070  0.073
H: 3.14122 -2.44639 0.79484  0.068
H: 3.34515 -0.96599 -0.15269  0.041
H: 1.79083 -1.30516 0.84342  0.033
O: -0.12097 2.82278 6.19757  -0.292
S: 1.32067 2.95585 5.97918  0.697
O: 1.91158 4.27205 5.74931  -0.300
O: 2.10559 2.19858 7.24262  -0.281
C: 3.51681 2.30486 7.25411  -0.257
C: 3.88566 0.80216 7.08431  -0.064
C: 1.89130 1.82171 4.60369  -0.084
H: 3.88243 2.62980 8.22819  0.120
H: 3.95643 2.92927 6.47633  0.113
H: 3.39079 0.11075 7.76634  0.083
H: 4.96638 0.66529 7.04682  0.075
H: 3.66665 0.45157 6.07573  0.049
H: 1.43260 2.27686 3.72589  0.055
H: 1.34775 0.87849 4.65833  0.030
H: 2.96308 1.74152 4.42211  0.064
O: 6.64532 4.66068 0.83458  -0.270
S: 5.83575 5.83222 0.73828  0.654
O: 6.32015 7.11119 0.19659  -0.311
O: 4.39684 5.55763 0.00746  -0.268
C: 3.70605 4.31604 0.22425  -0.258
C: 2.30592 4.70887 -0.15300  -0.063
C: 5.17048 6.31487 2.41543  -0.102
H: 3.81399 3.87209 1.21388  0.111
H: 4.09381 3.50418 -0.39109  0.112
H: 1.95599 5.61076 0.34924  0.080
H: 1.64152 3.88268 0.10013  0.079
H: 2.30719 4.82953 -1.23631  0.071
H: 5.96874 6.80512 2.97267  0.067
H: 4.78096 5.36874 2.79124  0.052
H: 4.40764 7.08705 2.31591  0.047
O: -8.03179 4.30796 1.55928  -0.308
S: -7.08006 3.22754 1.87034  0.704
O: -7.51059 1.84878 2.11147  -0.320
O: -6.01803 3.24352 0.59163  -0.248
C: -5.61701 2.07729 -0.06588  -0.286
C: -4.30647 1.59198 0.45932  -0.089
C: -5.90424 3.77825 3.18174  -0.096
H: -5.48465 2.18891 -1.14205  0.131
H: -6.35065 1.27517 0.01478  0.099
H: -4.33530 0.98347 1.36318  0.060
H: -3.47367 2.28965 0.54773  0.076
H: -3.88666 0.91201 -0.28196  0.045
H: -6.34650 3.67428 4.17254  0.063
H: -5.72393 4.83800 3.00143  0.074
H: -4.96162 3.26841 2.98262  0.045
O: 1.61086 -0.35640 -6.92218  -0.320
S: 1.22498 -1.03272 -8.17959  0.761
O: 1.94995 -0.58212 -9.41810  -0.331
O: 1.50311 -2.70975 -7.99783  -0.243
C: 1.13448 -3.23348 -6.81477  -0.382
C: 1.10904 -4.73810 -6.70825  -0.045
C: -0.63268 -0.94434 -8.39393  -0.071
H: 0.18970 -2.79881 -6.48832  0.089
H: 1.87337 -2.89326 -6.08924  0.114
H: 1.95886 -5.20981 -7.20160  0.080
H: 0.27276 -5.17069 -7.25744  0.078
H: 1.18045 -5.04156 -5.66378  0.051
H: -0.99188 -0.50044 -7.46548  0.050
H: -0.94979 -1.97067 -8.57890  0.067
H: -0.81241 -0.42805 -9.33692  0.065
O: -2.41560 6.28127 -3.49153  -0.280
S: -1.87822 5.08126 -2.91383  0.676
O: -2.56584 4.37057 -1.84929  -0.292
O: -1.60952 3.98486 -4.13707  -0.242
C: -1.41401 2.64861 -3.84778  -0.326
C: -1.47739 1.84927 -5.11213  -0.054
C: -0.12619 5.41083 -2.40457  -0.099
H: -2.12317 2.29949 -3.09726  0.090
H: -0.47507 2.49930 -3.31467  0.100
H: -1.22734 0.81418 -4.87942  0.047
H: -0.78525 2.03144 -5.93425  0.081
H: -2.44010 1.87161 -5.62279  0.087
H: 0.42014 4.46932 -2.46081  0.035
H: -0.06149 5.69796 -1.35506  0.056
H: 0.41272 6.07613 -3.07916  0.076
O: -0.16609 8.63664 3.72244  -0.293
S: 0.41993 7.61994 4.59022  0.655
O: 0.53563 7.91281 5.98773  -0.280
O: -0.39328 6.19204 4.38592  -0.267
C: -0.95827 5.84715 3.15202  -0.293
C: -1.49266 4.44506 3.27498  -0.043
C: 2.09147 7.09614 4.00599  -0.108
H: -0.26774 5.91822 2.31167  0.110
H: -1.71084 6.58390 2.87108  0.122
H: -0.65430 3.85767 3.64946  0.061
H: -1.81352 4.09610 2.29347  0.076
H: -2.30506 4.25382 3.97609  0.068
H: 2.70049 7.97209 3.78262  0.064
H: 1.89593 6.60703 3.05172  0.049
H: 2.59361 6.50531 4.77207  0.055

Calculated values
Net charge: -1
ΔE to the lowest compared entry with this formula, charge and spin: 0.000 eV
E_LUMO: 1.33 eV
HOMO-LUMO gap: 10.1 eV